(1)
Computed, not measured: a single C2H3NOS2 molecule, with ωB97M-V/def2-TZVPD.

The geometry in XYZ format:
```
9
Properties=species:S:1:pos:R:3:mulliken_charge:R:1
O -0.86556 -2.24996 0.16086 -0.40
N 0.14518 -1.44935 -0.62894 -0.19
C 0.51864 -0.24706 -0.17335 0.34
S 1.76594 0.54380 -1.04663 -0.33
C -0.16329 0.53840 1.09048 -0.23
S -1.57985 1.38195 0.79359 -0.11
H -0.18626 -2.77233 0.85387 0.37
H 0.62627 -2.04392 -1.42406 0.29
H 0.35864 0.40131 2.23181 0.27
```

As for the relative energy (zero: lowest compared OMol25 entry of this formula, charge and spin): 4.631 eV. The SMILES is ONC(=S)C=S. Its HOMO energy is -8.661 eV. The total charge is 0. The value obtained for the frontier orbital gap is 7.7 eV. The calculation puts the LUMO energy at -0.987 eV.



(2)
Computed, not measured: C48H39AsNOPSZr as an isolated structure, with ωB97M-V/def2-TZVPD.

The geometry in XYZ format:
```
93
Properties=species:S:1:pos:R:3:mulliken_charge:R:1
Zr 0.02102 0.94233 -0.13648 -0.05
S -0.92645 2.76566 1.22664 -0.50
C -1.81973 1.85298 2.49313 0.29
C -3.06247 2.33518 2.89184 -0.78
C -3.76043 1.68455 3.89916 -0.65
C -3.23958 0.55354 4.51452 -0.79
C -2.00251 0.06112 4.11971 -0.47
C -1.29640 0.71185 3.11545 0.37
As 0.44521 0.18572 2.50147 1.86
C 0.79366 -1.61525 3.08330 0.34
C -0.07574 -2.63239 2.69578 -0.28
C 0.18450 -3.94371 3.06033 -0.62
C 1.31806 -4.24303 3.80561 -0.60
C 2.19061 -3.23270 4.17995 -0.74
C 1.93512 -1.91577 3.81861 -0.65
C 1.63650 1.31405 3.49980 0.28
C 1.48810 1.31748 4.88549 -0.43
C 2.32015 2.11116 5.65839 -0.78
C 3.29120 2.89778 5.05087 -0.56
C 3.42856 2.89572 3.67198 -0.80
C 2.59832 2.10347 2.88893 -0.43
H -3.47923 3.21825 2.42606 0.53
H -4.72190 2.07179 4.20942 0.43
H -3.79094 0.06333 5.30544 0.46
H -1.59028 -0.82075 4.59600 0.47
H -0.96636 -2.40934 2.11843 0.23
H -0.49497 -4.73295 2.76625 0.48
H 1.52075 -5.26501 4.09654 0.42
H 3.07365 -3.46373 4.76043 0.47
H 2.62637 -1.13589 4.11589 0.43
H 0.73361 0.71233 5.37505 0.45
H 2.20986 2.11748 6.73428 0.43
H 3.93831 3.51774 5.65654 0.42
H 4.17956 3.51343 3.19755 0.47
H 2.70870 2.11475 1.81614 0.39
C 5.46872 -0.73933 0.80665 -0.69
C 5.52210 0.53661 0.25883 -0.82
C 4.37577 1.13926 -0.23431 0.10
C 3.16649 0.44963 -0.18558 -0.43
C 3.11308 -0.83525 0.34316 -0.18
C 4.26505 -1.42484 0.84791 -1.17
N 1.96834 1.08769 -0.61154 2.00
C 1.93983 1.84104 -1.81302 0.22
C 2.60959 1.43281 -2.97554 -0.35
C 2.39336 2.12326 -4.14665 -0.69
C 1.48957 3.19215 -4.19969 -0.71
C 0.82057 3.58833 -3.06247 -0.90
C 1.07396 2.93107 -1.85477 -0.27
H 6.36930 -1.19760 1.19180 0.46
H 6.46224 1.07038 0.22146 0.46
H 4.41538 2.14051 -0.64447 0.54
H 2.17897 -1.39121 0.35901 0.60
H 4.21786 -2.42343 1.26218 0.52
H 3.28521 0.58872 -2.94012 0.57
H 2.92418 1.83222 -5.04355 0.45
H 1.34033 3.71997 -5.13152 0.47
H 0.14350 4.43133 -3.08270 0.55
H 0.63892 3.34026 -0.93960 0.47
O -1.39319 1.01088 -1.64033 -0.19
P -2.03899 -0.17903 -2.40361 1.49
C -3.34291 0.34780 -3.46870 0.17
C -3.41842 1.67422 -3.88666 -0.29
C -4.42866 2.05325 -4.75576 -0.75
C -5.34722 1.11523 -5.20414 -0.51
C -5.27266 -0.20830 -4.78590 -0.71
C -4.27203 -0.59698 -3.91246 -0.43
C -2.59060 -1.28792 -1.10056 0.42
C -2.66022 -2.67032 -1.27727 -0.40
C -3.13695 -3.47147 -0.25218 -0.81
C -3.54046 -2.90260 0.95018 -0.52
C -3.45936 -1.53044 1.13933 -0.75
C -2.98410 -0.71947 0.11643 -0.64
C -0.73289 -0.98768 -3.30316 0.70
C 0.35805 -1.42723 -2.55501 0.09
C 1.46496 -1.98528 -3.16410 -1.00
C 1.47192 -2.11862 -4.55125 -0.67
C 0.39215 -1.68740 -5.30440 -0.77
C -0.71390 -1.11700 -4.68634 -0.70
H -2.69963 2.40172 -3.53059 0.49
H -4.50103 3.08177 -5.08111 0.44
H -6.13424 1.41740 -5.88204 0.41
H -5.99744 -0.93112 -5.13352 0.44
H -4.22551 -1.62582 -3.57453 0.38
H -2.33793 -3.12390 -2.20728 0.53
H -3.20000 -4.54228 -0.39125 0.47
H -3.92174 -3.53682 1.74000 0.49
H -3.77637 -1.07857 2.07012 0.46
H -3.00260 0.35893 0.24945 0.90
H 0.35593 -1.36865 -1.46226 0.01
H 2.30620 -2.31965 -2.57154 0.57
H 2.32649 -2.56464 -5.04230 0.45
H 0.40678 -1.79336 -6.38054 0.47
H -1.55058 -0.77139 -5.28065 0.49
```

As for the relative energy (zero: lowest compared OMol25 entry of this formula, charge and spin): 0.608 eV. Its HOMO energy is -13.059 eV. The total charge is +2. The value obtained for the frontier orbital gap is 6.6 eV. The calculation puts the LUMO energy at -6.472 eV.



(3)
Computed, not measured: a single C3H5N3O3S molecule, with ωB97M-V/def2-TZVPD.

The geometry in XYZ format:
```
15
Properties=species:S:1:pos:R:3:mulliken_charge:R:1
N 1.81284 0.32175 -1.53586 -0.50
S 1.69666 0.05266 0.10903 1.15
O 2.58577 0.92872 0.79758 -0.62
O 1.80708 -1.37357 0.32737 -0.74
C 0.02060 0.42391 0.37230 0.14
N -0.65337 1.52912 0.41869 -0.74
N -1.93995 1.24170 0.50182 0.20
C -2.23516 -0.10334 0.50774 -0.86
C -1.09154 -0.81871 0.42522 0.81
O -0.77754 -2.10171 0.37494 -0.57
H 1.94976 -0.52070 -2.06733 0.28
H 2.48368 1.03192 -1.77095 0.26
H -2.61165 1.98906 0.57679 0.22
H -3.25011 -0.43348 0.57547 0.47
H 0.20293 -2.16732 0.38719 0.51
```

As for the relative energy (zero: lowest compared OMol25 entry of this formula, charge and spin): 1.178 eV. The SMILES is NS(=O)(=O)c1n[nH]cc1O. Its HOMO energy is -8.749 eV. The total charge is 0. The value obtained for the frontier orbital gap is 9.4 eV. The calculation puts the LUMO energy at 0.692 eV.



(4)
Computed, not measured: a single C21H27NO3 molecule, with ωB97M-V/def2-TZVPD.

The geometry in XYZ format:
```
52
Properties=species:S:1:pos:R:3:mulliken_charge:R:1
O 2.60310 -0.70392 -3.12846 -0.67
C 1.61613 -0.74632 -2.42874 0.57
C 0.56325 0.36106 -2.47138 -0.48
O -0.19040 0.41392 -1.26781 -0.15
C -1.53134 0.45853 -1.35999 -1.06
O -2.12637 0.44366 -2.40386 -0.66
C -2.16639 0.50968 0.01879 2.91
C -1.63350 1.72878 0.78345 -1.28
C -2.26926 1.77040 2.17241 0.51
C -3.78800 1.87308 2.03904 -1.49
C -4.31451 0.65515 1.28088 0.42
C -3.95560 -0.61785 2.04631 -1.52
C -2.43696 -0.71720 2.18004 0.29
C -1.90762 0.49896 2.93878 -1.40
C -1.80160 -0.76630 0.79101 -0.64
C -3.68730 0.60870 -0.11083 -1.48
N 1.31387 -1.76542 -1.60071 -0.19
C 2.29164 -2.76142 -1.23107 -0.85
C 2.79996 -2.52687 0.20146 -1.19
C 3.21405 -1.08988 0.36255 0.58
C 2.40363 -0.19099 1.04227 0.11
C 2.74250 1.14813 1.12004 -0.60
C 3.89947 1.60447 0.51400 -0.61
C 4.71904 0.71412 -0.15919 -0.63
C 4.37821 -0.62350 -0.23451 -0.24
H 1.07689 1.31632 -2.61261 0.31
H -0.11354 0.19495 -3.31902 0.37
H -1.87798 2.64047 0.23339 0.50
H -0.54688 1.66311 0.86477 0.18
H -1.88930 2.64373 2.71402 0.29
H -4.05343 2.78712 1.50365 0.49
H -4.24500 1.92057 3.02993 0.52
H -5.40291 0.72764 1.18326 0.25
H -4.41376 -0.59838 3.03748 0.53
H -4.34095 -1.49176 1.51635 0.50
H -2.17639 -1.63145 2.72593 0.32
H -0.82309 0.42770 3.05102 0.37
H -2.34505 0.53062 3.93891 0.55
H -0.71571 -0.83678 0.88419 -0.36
H -2.16146 -1.64318 0.24589 0.48
H -3.94693 1.50584 -0.67556 0.44
H -4.06330 -0.25001 -0.67020 0.42
H 0.51822 -1.65391 -0.98988 0.18
H 1.85007 -3.75859 -1.32010 0.36
H 3.11062 -2.66468 -1.94655 0.52
H 3.64275 -3.19471 0.38664 0.40
H 2.00692 -2.76857 0.91319 0.38
H 1.50040 -0.54290 1.52290 0.14
H 2.10136 1.83675 1.65189 0.46
H 4.16263 2.65059 0.56706 0.40
H 5.62386 1.06465 -0.63276 0.39
H 5.01664 -1.31192 -0.76808 0.38
```

As for the relative energy (zero: lowest compared OMol25 entry of this formula, charge and spin): 0.429 eV. The SMILES is O=C(COC(=O)[C@]12C[C@H]3C[C@H](C[C@H](C3)C1)C2)NCCc1ccccc1. Its HOMO energy is -9.190 eV. The total charge is 0. The value obtained for the frontier orbital gap is 9.8 eV. The calculation puts the LUMO energy at 0.565 eV.



(5)
Computed, not measured: a single C2H4N4 molecule, with ωB97M-V/def2-TZVPD.

The geometry in XYZ format:
```
10
Properties=species:S:1:pos:R:3:mulliken_charge:R:1
C 0.64056 -1.18754 0.00519 -0.66
N -0.08163 0.02118 0.63328 0.08
C -1.23932 0.65269 0.13181 0.03
N -0.91457 1.71914 -0.52634 -0.25
N 0.46192 1.79856 -0.46478 -0.26
N 0.92181 0.89464 0.27324 -0.22
H 1.51211 -1.41965 0.62916 0.24
H 1.04124 -0.93741 -0.99899 0.30
H -0.05542 -2.00589 -0.06333 0.34
H -2.28670 0.46429 0.38076 0.40
```

As for the relative energy (zero: lowest compared OMol25 entry of this formula, charge and spin): 2.948 eV. The SMILES is Cn1cnnn1. Its HOMO energy is -10.948 eV. The total charge is 0. The value obtained for the frontier orbital gap is 11.3 eV. The calculation puts the LUMO energy at 0.376 eV.



(6)
Computed, not measured: a single C4H9NO2S molecule, with ωB97M-V/def2-TZVPD.

The geometry in XYZ format:
```
17
Properties=species:S:1:pos:R:3:mulliken_charge:R:1
C -1.74970 -1.19026 2.44778 -0.27
N -1.44622 -0.69148 1.28670 -0.28
S -2.09663 0.81962 0.75765 -0.04
C -1.09306 1.06017 -0.62670 -0.42
O 0.20076 1.28168 -0.24386 -0.27
C 1.01089 1.06419 -1.30477 -0.27
O 1.17750 -0.30076 -1.57672 -0.34
C 1.71529 -0.94877 -0.45057 -0.56
H -1.33037 -2.14540 2.63340 0.27
H -2.34225 -0.57066 3.07189 0.23
H -1.18050 0.16750 -1.37412 0.32
H -1.44283 2.00978 -1.22569 0.29
H 2.04102 1.34879 -0.95071 0.32
H 0.64585 1.55064 -2.21104 0.31
H 1.13397 -1.08938 0.47514 0.19
H 2.63373 -0.37619 -0.06114 0.25
H 2.12254 -1.98949 -0.64724 0.27
```

As for the relative energy (zero: lowest compared OMol25 entry of this formula, charge and spin): 3.627 eV. The SMILES is C=NSCOCOC. Its HOMO energy is -8.864 eV. The total charge is 0. The value obtained for the frontier orbital gap is 9.7 eV. The calculation puts the LUMO energy at 0.861 eV.



Question: Among the records above, which one has the lowest relative energy (zero: lowest compared OMol25 entry of this formula, charge and spin)?
Answer: C21H27NO3



Question: What is the LUMO energy in the sixth record?
Answer: 0.861 eV



Question: Number 4 is which compound?
Answer: C21H27NO3